Record 1
The following is a DFT calculation (the ωB97M-V functional and the def2-TZVPD basis) of C43H37N6O5STi as an isolated structure at a distorted geometry.

Cartesian coordinates (Å):
Ti  0.259  0.338  0.596
C  3.136  -0.502  4.025
C  2.091  0.130  3.333
N  2.053  0.231  2.025
C  3.122  -0.242  1.316
C  4.243  -0.819  1.920
C  4.199  -0.986  3.318
C  5.369  -1.164  1.123
C  5.358  -0.870  -0.205
C  4.223  -0.280  -0.824
C  3.089  -0.016  -0.104
N  1.888  0.515  -0.571
C  1.871  1.641  -1.400
C  2.440  1.800  -2.634
C  2.315  3.021  -3.345
C  1.677  4.095  -2.803
C  1.154  4.002  -1.487
C  0.623  5.100  -0.769
C  0.258  4.944  0.534
C  0.341  3.662  1.122
N  0.757  2.609  0.470
C  1.214  2.779  -0.812
H  3.072  -0.606  5.099
H  1.271  0.581  3.873
H  5.021  -1.482  3.821
H  6.228  -1.626  1.591
H  6.223  -1.100  -0.814
H  4.256  -0.071  -1.884
H  2.968  0.975  -3.093
H  2.745  3.095  -4.336
H  1.584  5.027  -3.347
H  0.538  6.064  -1.259
H  -0.112  5.772  1.123
H  0.041  3.513  2.149
C  0.107  -0.324  -4.149
O  -0.392  0.156  -2.920
C  -0.994  1.369  -2.908
C  -1.145  2.197  -4.015
C  -1.796  3.420  -3.882
C  -2.308  3.825  -2.659
C  -2.166  2.993  -1.556
C  -1.508  1.789  -1.686
N  -1.385  0.913  -0.539
N  -2.532  0.510  -0.211
C  -2.687  -0.628  0.565
C  -1.695  -1.611  0.691
O  -0.469  -1.376  0.332
C  -2.056  -2.895  1.215
C  -3.293  -3.106  1.708
C  -4.291  -2.074  1.722
C  -5.533  -2.263  2.360
C  -6.444  -1.243  2.432
C  -6.146  -0.001  1.842
C  -4.952  0.202  1.199
C  -3.996  -0.834  1.134
H  -0.701  -0.483  -4.870
H  0.844  0.361  -4.573
H  0.588  -1.274  -3.924
H  -0.776  1.890  -4.983
H  -1.904  4.054  -4.753
H  -2.824  4.771  -2.563
H  -2.538  3.266  -0.575
H  -1.279  -3.645  1.282
H  -3.540  -4.066  2.147
H  -5.751  -3.228  2.804
H  -7.389  -1.389  2.939
H  -6.864  0.807  1.905
H  -4.712  1.162  0.760
O  -0.384  -1.334  3.451
C  -1.063  -0.331  3.385
C  -2.215  -0.042  4.332
C  -2.722  1.314  3.885
C  -1.909  1.612  2.640
O  -2.148  2.562  1.912
N  -0.906  0.679  2.434
H  -1.843  -0.076  5.356
H  -2.956  -0.835  4.225
H  -2.542  2.109  4.610
H  -3.780  1.336  3.626
O  2.229  -2.902  0.351
S  1.710  -2.792  -1.057
C  3.080  -3.397  -2.105
C  2.764  -4.826  -2.564
C  1.816  -5.399  -1.513
C  0.768  -4.310  -1.336
H  3.935  -3.343  -1.431
H  3.236  -2.697  -2.927
H  3.670  -5.421  -2.680
H  2.259  -4.801  -3.533
H  2.345  -5.527  -0.566
H  1.387  -6.359  -1.800
H  0.112  -4.430  -0.477
H  0.167  -4.167  -2.240

Summary:
Energy, eV: -98324.278
Kohn-Sham gap (alpha / beta), eV: 7.1 / 7.0
Multiplicity: 2

Record 2
The following is a DFT calculation (the ωB97M-V functional and the def2-TZVPD basis) of C43H38BrKN6O4SSb as an isolated structure.

Cartesian coordinates (Å):
K  0.320  0.152  -0.043
C  3.099  2.207  -0.125
C  2.911  1.858  -1.572
C  3.098  2.822  -2.562
C  2.894  2.486  -3.884
C  2.510  1.184  -4.182
C  2.300  0.295  -3.138
N  2.502  0.615  -1.857
Sb  1.572  -1.637  -3.722
C  -0.534  -1.241  -3.476
C  -1.279  -1.179  -4.649
C  -2.620  -0.835  -4.566
C  -3.160  -0.568  -3.325
C  -2.358  -0.665  -2.188
C  -2.906  -0.355  -0.830
N  -1.065  -1.008  -2.275
C  1.952  -2.842  -1.966
C  2.259  -4.175  -2.242
C  2.636  -5.013  -1.206
C  2.721  -4.486  0.068
C  2.389  -3.149  0.273
C  2.486  -2.533  1.636
N  1.992  -2.351  -0.724
H  3.956  2.869  0.008
H  2.221  2.746  0.250
H  3.243  1.310  0.477
H  3.355  3.839  -2.291
H  2.974  3.246  -4.651
H  2.339  0.879  -5.208
H  -0.814  -1.385  -5.604
H  -3.226  -0.765  -5.460
H  -4.196  -0.275  -3.219
H  -3.994  -0.294  -0.853
H  -2.608  -1.124  -0.117
H  -2.511  0.604  -0.475
H  2.216  -4.539  -3.261
H  2.878  -6.052  -1.395
H  3.039  -5.094  0.906
H  2.692  -3.289  2.395
H  3.290  -1.795  1.645
H  1.568  -2.006  1.895
C  -0.014  -5.885  1.750
C  -0.474  -4.504  2.124
C  -0.709  -4.142  3.449
C  -1.167  -2.874  3.753
C  -1.371  -1.994  2.696
Br  -2.063  -0.268  3.013
N  -1.118  -2.296  1.440
C  -0.689  -3.528  1.163
H  -0.761  -6.632  2.025
H  0.915  -6.141  2.263
H  0.162  -5.956  0.677
H  -0.542  -4.862  4.242
H  -1.373  -2.564  4.767
H  -0.500  -3.733  0.113
O  1.538  5.281  -4.784
C  1.302  5.464  -3.568
O  1.755  6.325  -2.793
C  0.362  4.413  -2.930
C  -0.226  3.429  -3.712
C  -0.870  2.374  -3.091
N  -0.977  2.245  -1.768
C  -0.468  3.226  -1.014
C  0.200  4.319  -1.556
C  -0.553  3.034  0.509
O  -1.336  2.152  0.930
O  0.228  3.736  1.191
H  -0.108  3.469  -4.787
H  -1.294  1.567  -3.683
H  0.644  5.058  -0.905
N  1.390  0.302  2.644
S  0.990  1.597  3.465
C  2.471  2.591  3.698
C  2.534  3.823  3.064
C  3.714  4.557  3.146
C  4.802  4.061  3.845
C  4.725  2.824  4.480
C  3.557  2.087  4.408
C  0.783  1.129  5.201
C  0.484  2.094  6.153
C  0.259  1.707  7.464
C  0.329  0.364  7.819
C  0.618  -0.594  6.859
C  0.840  -0.210  5.541
H  2.296  -0.036  2.973
H  1.676  4.168  2.495
H  3.778  5.515  2.646
H  5.719  4.635  3.899
H  5.575  2.440  5.029
H  3.481  1.127  4.906
H  0.432  3.138  5.866
H  0.028  2.453  8.214
H  0.154  0.067  8.845
H  0.669  -1.640  7.134
H  1.049  -0.936  4.763

Summary:
Total charge: -1
Energy, eV: -166081.862
Kohn-Sham gap, eV: 6.6

Record 3
The following is a DFT calculation (the ωB97M-V functional and the def2-TZVPD basis) of C43H38CaCl2NP2 as an isolated structure.

Cartesian coordinates (Å):
Ca  -0.542  -0.714  0.745
C  1.862  0.618  -1.550
N  0.711  1.358  -0.995
C  -0.402  1.468  -1.954
P  -1.950  1.217  -0.994
C  -2.035  2.652  0.100
C  -1.898  3.962  -0.364
C  -1.894  5.017  0.528
C  -2.041  4.777  1.891
C  -2.198  3.484  2.360
C  -2.194  2.424  1.462
C  -3.315  1.379  -2.165
C  -3.179  0.932  -3.479
C  -4.259  0.976  -4.348
C  -5.482  1.463  -3.910
C  -5.622  1.909  -2.604
C  -4.544  1.870  -1.734
C  1.116  2.619  -0.410
C  1.464  3.707  -1.202
C  1.867  4.892  -0.606
C  1.930  4.992  0.777
C  1.602  3.899  1.564
C  1.199  2.712  0.970
P  1.724  -1.169  -1.105
C  1.636  -2.138  -2.626
C  0.816  -3.259  -2.650
C  0.748  -4.059  -3.781
C  1.491  -3.731  -4.905
C  2.315  -2.612  -4.892
C  2.395  -1.824  -3.756
C  3.326  -1.553  -0.351
C  3.729  -0.795  0.750
C  4.907  -1.097  1.410
C  5.686  -2.165  0.983
C  5.284  -2.926  -0.102
C  4.106  -2.624  -0.770
H  2.774  0.995  -1.083
H  1.957  0.763  -2.633
H  -0.320  0.656  -2.681
H  -0.404  2.406  -2.522
H  -1.783  4.152  -1.425
H  -1.775  6.029  0.167
H  -2.041  5.606  2.585
H  -2.322  3.292  3.417
H  -2.334  1.421  1.858
H  -2.235  0.543  -3.840
H  -4.142  0.634  -5.367
H  -6.325  1.496  -4.586
H  -6.572  2.296  -2.262
H  -4.664  2.232  -0.719
H  1.431  3.633  -2.281
H  2.139  5.739  -1.221
H  2.241  5.918  1.240
H  1.653  3.967  2.642
H  0.930  1.857  1.582
H  0.240  -3.532  -1.773
H  0.124  -4.943  -3.779
H  1.438  -4.351  -5.790
H  2.904  -2.361  -5.764
H  3.062  -0.971  -3.749
H  3.126  0.035  1.106
H  5.212  -0.506  2.262
H  6.604  -2.406  1.502
H  5.889  -3.758  -0.436
H  3.803  -3.225  -1.618
C  -0.552  -4.495  5.102
C  -0.652  -4.427  3.694
C  -0.557  -3.217  3.071
C  -0.366  -2.004  3.785
C  -0.273  -0.756  3.081
C  -0.094  0.356  3.877
C  -0.004  0.302  5.291
C  -0.093  -0.896  5.934
C  -0.275  -2.090  5.192
C  -0.368  -3.354  5.826
H  -0.621  -5.452  5.601
H  -0.804  -5.331  3.119
H  -0.635  -3.197  1.983
H  -0.011  1.346  3.426
H  0.136  1.210  5.863
H  -0.030  -0.951  7.014
H  -0.290  -3.402  6.906
Cl  -1.737  -4.773  -0.194
C  -2.790  -3.871  -1.268
Cl  -2.570  -2.097  -1.091
H  -3.828  -4.075  -1.028
H  -2.553  -4.105  -2.300

Summary:
Total charge: +1
Energy, eV: -108754.680
Kohn-Sham gap, eV: 7.6

no.,M (g/mol)
1,797.74
2,975.64
3,741.72